C24H58ClN2NaO10 as an isolated structure at a distorted geometry. Source: the Open Molecules 2025 dataset; level of theory: the ωB97M-V functional and the def2-TZVPD basis.

Summary:
* gap between HOMO and LUMO: 6.4 eV
* multiplicity: 1
* E_LUMO: -1.79 eV

XYZ file:
```
96
C24H58ClN2NaO10, DFT the ωB97M-V functional and the def2-TZVPD basis
Na 0.477 -15.237 22.564
Cl 2.533 -17.120 20.083
O 3.295 -17.148 21.303
O 1.423 -16.164 20.199
O 3.371 -16.717 19.005
O 1.950 -18.429 19.829
C -0.065 -21.321 21.741
C 1.152 -22.069 22.229
C 1.075 -23.473 21.639
C 2.378 -24.238 21.773
C 3.514 -23.455 21.091
C 3.622 -22.017 21.571
N 2.303 -21.378 21.604
O 2.433 -20.096 22.239
C 4.371 -21.979 22.892
C 4.416 -21.234 20.562
C 1.187 -22.130 23.737
H -0.096 -20.276 22.064
H -1.000 -21.784 22.074
H -0.058 -21.330 20.650
H 0.378 -24.056 22.263
H 0.672 -23.487 20.631
H 2.242 -25.191 21.255
H 2.619 -24.464 22.813
H 3.368 -23.477 20.005
H 4.451 -23.997 21.276
H 3.979 -21.255 23.589
H 4.347 -22.952 23.400
H 5.427 -21.769 22.721
H 5.441 -21.603 20.506
H 3.961 -21.315 19.572
H 4.424 -20.173 20.817
H 1.212 -21.157 24.236
H 2.040 -22.685 24.129
H 0.258 -22.615 24.054
H 2.204 -19.503 21.495
C 4.953 -11.967 17.111
C 4.300 -12.176 18.495
C 4.425 -10.919 19.354
C 3.430 -9.801 18.983
C 2.042 -10.367 18.856
C 1.903 -11.588 17.960
N 2.912 -12.564 18.424
O 2.795 -13.829 17.770
C 0.530 -12.201 18.240
C 1.978 -11.198 16.483
C 5.038 -13.288 19.199
H 6.040 -12.056 17.179
H 4.774 -10.959 16.734
H 4.565 -12.693 16.399
H 4.186 -11.210 20.382
H 5.441 -10.537 19.250
H 3.745 -9.275 18.079
H 3.465 -9.087 19.808
H 1.360 -9.582 18.501
H 1.656 -10.603 19.854
H -0.284 -11.685 17.724
H 0.489 -13.202 17.791
H 0.249 -12.349 19.285
H 2.811 -10.536 16.241
H 2.099 -12.055 15.812
H 1.061 -10.694 16.166
H 6.089 -13.059 19.364
H 4.974 -14.222 18.631
H 4.547 -13.541 20.147
H 2.427 -14.418 18.441
C 3.425 -17.128 25.086
C 1.934 -16.802 24.962
O 1.346 -17.266 23.727
H 3.700 -16.911 26.132
H 4.026 -16.493 24.443
H 3.638 -18.180 24.988
H 1.805 -15.721 25.032
H 1.427 -17.300 25.799
H 1.461 -18.241 23.721
C 1.652 -16.801 16.343
C 0.194 -16.986 16.721
O -0.362 -15.744 17.221
H 2.197 -16.436 17.219
H 1.733 -16.089 15.525
H 2.133 -17.751 16.110
H 0.121 -17.770 17.481
H -0.367 -17.256 15.824
H -0.141 -15.727 18.156
C -1.378 -19.757 18.961
O -0.105 -20.133 18.441
H -1.496 -18.663 19.070
H -2.154 -20.056 18.256
H -1.592 -20.198 19.947
H 0.593 -19.646 18.898
C 5.988 -16.785 16.563
O 4.813 -17.513 16.676
H 6.811 -17.398 16.191
H 5.856 -15.925 15.895
H 6.313 -16.376 17.529
H 4.404 -17.396 17.539
```

C24H58IrP2Si4 as an isolated structure at a distorted geometry. Source: the Open Molecules 2025 dataset; level of theory: the ωB97M-V functional and the def2-TZVPD basis.

Summary:
* ⟨S²⟩: 8.8377
* gap between HOMO and LUMO (spin up / spin down): 5.5 / 5.8 eV
* multiplicity: 6
* E_LUMO (spin up / spin down): -6.88 / -7.73 eV
* net charge: +2

XYZ file:
```
89
C24H58IrP2Si4, DFT the ωB97M-V functional and the def2-TZVPD basis
P -1.221 -2.460 -1.343
P 0.393 0.652 -3.784
C -1.506 -1.640 -3.023
C -0.531 -0.970 -4.012
H -2.305 -0.943 -2.781
H -1.979 -2.467 -3.571
H 0.282 -1.666 -4.339
H -1.147 -0.756 -4.900
C -0.873 1.595 -4.855
H -0.587 2.642 -5.011
H -1.849 1.560 -4.375
H -0.949 1.161 -5.857
C 1.552 1.438 -5.188
H 1.013 1.586 -6.134
H 2.470 0.919 -5.466
H 1.847 2.440 -4.851
C -2.818 -3.236 -1.019
H -2.842 -3.489 0.041
H -2.953 -4.125 -1.661
H -3.556 -2.458 -1.241
C -0.079 -3.775 -1.981
H 0.569 -3.326 -2.748
H -0.726 -4.528 -2.443
H 0.539 -4.195 -1.180
Ir -0.508 -1.697 0.418
C 1.628 2.057 -2.480
C 0.190 2.074 -2.557
C -0.660 1.061 -1.561
C 0.063 -0.290 -1.204
C 2.193 -1.941 -3.812
C 2.715 -0.733 -3.500
C 3.126 -0.070 -2.181
C 2.450 1.227 -1.580
C 0.630 -3.160 1.349
H 2.177 2.887 -2.960
H -0.362 2.969 -2.872
H -1.714 0.913 -1.927
H -0.782 1.630 -0.639
H 0.609 -0.763 -2.067
H 0.872 -0.180 -0.454
H 2.812 -2.865 -3.847
H 3.144 -0.170 -4.372
H 4.190 0.175 -2.404
H 3.152 -0.871 -1.419
H 1.925 0.985 -0.640
H 3.319 1.799 -1.210
H 0.737 -2.985 2.431
H 1.614 -3.116 0.859
H 0.200 -4.175 1.158
C -0.400 3.464 0.552
Si -1.143 2.351 1.906
C -0.770 3.377 3.455
C -3.024 2.250 1.748
Si -0.247 0.150 1.960
Si 1.740 0.601 3.122
C 1.434 1.197 4.891
C 2.747 -0.981 3.229
C 2.696 1.941 2.193
Si -1.705 -1.275 3.135
C -2.132 0.042 4.441
C -3.234 -1.625 2.122
C -1.050 -2.660 4.255
H -0.430 4.505 0.899
H -0.976 3.448 -0.383
H 0.647 3.217 0.324
H -1.239 4.360 3.293
H -1.195 2.948 4.370
H 0.304 3.546 3.600
H -3.357 1.476 1.043
H -3.533 2.088 2.708
H -3.367 3.225 1.364
H 0.804 0.509 5.467
H 2.422 1.225 5.376
H 1.010 2.204 4.961
H 2.759 -1.552 2.291
H 3.783 -0.699 3.469
H 2.385 -1.638 4.031
H 3.080 1.581 1.228
H 2.120 2.859 2.016
H 3.565 2.213 2.811
H -2.788 0.822 4.051
H -2.664 -0.482 5.241
H -1.240 0.513 4.863
H -2.965 -1.894 1.101
H -3.809 -2.464 2.524
H -3.900 -0.762 2.011
H -0.958 -3.633 3.756
H -0.067 -2.392 4.678
H -1.766 -2.773 5.089
```

C24H58MgP2Si4 as an isolated structure at a distorted geometry. Source: the Open Molecules 2025 dataset; level of theory: the ωB97M-V functional and the def2-TZVPD basis.

Summary:
* gap between HOMO and LUMO (spin up / spin down): 3.8 / 3.8 eV
* multiplicity: 1
* E_LUMO (spin up / spin down): -0.72 / -0.72 eV

XYZ file:
```
89
C24H58MgP2Si4, DFT the ωB97M-V functional and the def2-TZVPD basis
P -3.377 -1.402 -4.519
P -4.770 -2.799 -1.382
C -4.622 -2.701 -4.267
C -5.574 -2.625 -3.060
H -4.142 -3.694 -4.351
H -5.246 -2.594 -5.172
H -6.204 -1.716 -3.082
H -6.284 -3.468 -3.147
C -4.592 -4.630 -1.375
H -4.059 -4.929 -0.461
H -4.014 -4.965 -2.252
H -5.582 -5.103 -1.396
C -6.242 -2.501 -0.356
H -6.913 -3.370 -0.421
H -6.775 -1.614 -0.733
H -5.926 -2.342 0.681
C -2.440 -1.969 -5.920
H -1.504 -1.413 -6.017
H -3.081 -1.800 -6.792
H -2.228 -3.040 -5.804
C -4.355 0.043 -4.986
H -5.124 0.267 -4.234
H -4.830 -0.204 -5.941
H -3.711 0.923 -5.118
Mg -0.890 1.709 0.845
C -3.010 -2.303 -0.356
C -2.054 -3.288 -0.733
C -1.703 -3.335 -2.136
C -0.457 -2.440 -2.481
C -0.855 -1.256 -3.195
C -2.217 -0.728 -3.317
C -3.048 -0.352 -2.025
C -2.511 -0.841 -0.692
C 0.657 1.493 -0.515
H -3.370 -2.368 0.691
H -1.550 -3.940 -0.025
H -2.597 -2.926 -2.664
H -1.546 -4.347 -2.544
H 0.109 -2.168 -1.572
H 0.248 -3.017 -3.100
H -0.098 -0.655 -3.696
H -2.042 0.228 -3.866
H -4.127 -0.636 -2.106
H -3.074 0.770 -2.026
H -1.413 -0.799 -0.725
H -2.848 -0.130 0.080
H 1.474 2.205 -0.371
H 0.104 1.711 -1.440
H 1.046 0.470 -0.538
C 2.943 -2.350 2.851
Si 2.794 -0.461 2.832
C 3.572 0.211 4.432
C 3.767 0.229 1.387
Si 0.548 0.069 2.520
Si -0.528 -1.193 4.133
C 0.413 -1.363 5.775
C -2.222 -0.447 4.511
C -0.751 -2.890 3.359
Si 0.340 2.223 3.358
C 0.671 2.350 5.228
C 1.633 3.310 2.508
C -1.386 2.952 3.102
H 3.989 -2.623 3.060
H 2.677 -2.760 1.866
H 2.309 -2.835 3.605
H 4.647 -0.036 4.412
H 3.484 1.304 4.516
H 3.143 -0.240 5.338
H 3.702 -0.450 0.531
H 3.414 1.212 1.065
H 4.824 0.318 1.667
H 0.527 -0.405 6.301
H -0.169 -2.035 6.427
H 1.412 -1.805 5.651
H -2.856 -0.440 3.613
H -2.708 -1.082 5.268
H -2.170 0.575 4.907
H -1.488 -2.859 2.547
H 0.180 -3.296 2.951
H -1.119 -3.587 4.124
H 1.685 2.052 5.530
H 0.543 3.411 5.501
H -0.045 1.765 5.823
H 1.393 3.508 1.452
H 1.636 4.268 3.052
H 2.648 2.883 2.559
H -1.821 3.090 2.089
H -2.123 2.410 3.704
H -1.284 3.958 3.525
```

Relative energy (zero: lowest compared OMol25 entry of this formula, charge and spin) across the listed records, respectively: 23.41; 734.82; 404.65 kJ/mol.